1.
DFT (wB97M-V/def2-TZVPD) results for a molecular structure, C9H24BrMnO3 in a non-equilibrium geometry.

```
38
Properties=species:S:1:pos:R:3:forces:R:3
Mn 1.35112 2.90572 -2.93433 -0.283 -1.872 1.128
Br 1.16860 0.84250 -1.58162 0.401 1.702 -0.905
C -0.24303 -3.85870 1.92853 0.166 0.037 -0.297
C -0.67752 -2.66265 1.09897 0.056 -0.524 0.504
C -0.74868 -1.40876 1.92440 -0.090 1.546 0.571
O 0.28039 -2.50981 0.05315 0.057 -0.146 -0.140
H 0.71462 -3.65373 2.40852 -0.112 0.033 0.213
H -0.09154 -4.73335 1.29604 -0.134 0.018 -0.060
H -1.02453 -4.08276 2.65276 0.164 -0.045 0.176
H -1.66930 -2.91542 0.70275 0.048 0.265 -0.268
H -1.42217 -1.38946 2.78640 -0.260 -0.605 -0.262
H -1.06309 -0.53579 1.33125 -0.018 -0.200 -0.165
H 0.20092 -1.10307 2.37600 0.271 -0.421 -0.311
H 0.16275 -1.65649 -0.36941 -0.170 0.073 0.023
C -2.93761 -0.45040 -1.81801 0.352 0.776 0.677
C -2.63417 -0.34942 -3.29077 0.654 -0.685 -0.452
C -3.65792 0.40799 -4.10326 -0.310 -0.323 -0.138
O -1.32111 0.22828 -3.51727 -0.155 0.744 0.111
H -2.11418 -0.87810 -1.23341 -0.037 -0.411 -0.305
H -3.84370 -1.00871 -1.59682 -0.025 -0.032 -0.110
H -3.02591 0.55513 -1.38599 -0.326 -0.004 -0.164
H -2.53279 -1.34800 -3.73368 -0.385 -0.088 0.256
H -4.65918 0.01797 -3.90509 0.070 -0.032 0.169
H -3.49147 0.20484 -5.16137 0.134 0.382 -0.035
H -3.68467 1.47754 -3.89424 0.201 0.004 -0.017
H -0.75247 0.01094 -2.77068 -0.280 -0.226 -0.165
C 2.58655 1.20943 2.25164 0.620 -0.109 0.023
C 2.95332 2.51286 1.55161 -0.812 -0.001 0.630
C 3.80139 3.46150 2.36099 0.188 0.268 0.681
O 3.66810 2.25597 0.34096 -0.072 0.491 -0.258
H 1.95341 1.36718 3.12461 -0.120 0.126 -0.114
H 3.48044 0.68517 2.60065 0.001 0.004 -0.126
H 2.07259 0.56345 1.53595 -0.111 -0.093 0.154
H 1.97551 3.00536 1.38774 0.281 0.099 -0.549
H 4.71062 2.96691 2.70859 0.177 0.134 -0.370
H 3.33605 3.83403 3.27861 -0.438 -0.393 -0.115
H 4.01178 4.37846 1.80979 0.330 -0.237 -0.248
H 3.16684 1.65339 -0.21400 -0.035 -0.254 0.258
```
Positions in Å, forces in eV/Å.

As for the total energy: -117218.788 eV. As for the spin multiplicity: 6. For the gap between HOMO and LUMO (spin up / spin down), the calculation gives 0.1720 / 0.1728 Ha. The relative energy (zero: lowest compared OMol25 entry of this formula, charge and spin) comes out at 194.3 kJ/mol. The HOMO energy (spin up / spin down) comes out at -0.461 / -0.461 Ha. The net charge is +1. The largest force on an atom is 2.20 eV/A.

2.
DFT (wB97M-V/def2-TZVPD) results for 4 unconnected molecules or ions with the total composition C9H24BrO3 in a non-equilibrium geometry.

```
37
Properties=species:S:1:pos:R:3:forces:R:3
Br -0.10218 -0.59677 1.07124 0.143 -0.014 -0.174
C 3.97910 1.12409 1.39685 1.312 -0.761 0.386
C 4.13049 0.06593 2.52602 -0.975 2.422 0.144
C 4.32559 0.82534 3.86833 -0.669 -0.754 -0.442
O 2.90102 -0.61255 2.57907 0.432 -0.866 0.500
H 3.80723 0.62668 0.44266 -0.181 0.106 -0.066
H 4.89552 1.71765 1.30911 -0.093 0.050 -0.067
H 3.15413 1.78186 1.65663 -0.139 -0.030 -0.079
H 5.00976 -0.58208 2.47960 -0.178 -0.339 -0.777
H 5.13645 1.54941 3.81016 0.226 -0.171 0.149
H 4.47418 0.05011 4.62227 0.271 0.322 0.280
H 3.39883 1.34393 4.11768 0.013 0.071 -0.060
H 2.33042 -0.40494 1.82169 -0.098 -0.126 0.125
C -0.18929 -0.04149 -4.32982 -0.316 -1.139 0.273
C -0.58530 -0.57860 -2.93734 1.761 0.634 -0.683
C -0.90483 -2.06218 -2.94829 -1.107 0.432 -0.158
O 0.60983 -0.42067 -2.14721 -1.025 0.560 0.271
H -1.00648 -0.12684 -5.05213 -0.058 0.056 0.077
H 0.60521 -0.71742 -4.65740 0.243 0.432 -0.267
H 0.13262 0.99280 -4.26056 0.187 -0.014 -0.012
H -1.35904 0.11963 -2.60190 -0.327 -0.605 0.527
H -1.73706 -2.23590 -3.64256 0.026 -0.253 0.104
H -1.19415 -2.39328 -1.95126 -0.005 -0.008 0.019
H -0.04288 -2.64576 -3.26410 0.133 0.161 -0.072
H 0.28260 -0.28776 -1.22782 0.581 -0.288 -0.067
C -3.31427 1.46718 -0.02250 1.809 -0.925 -1.046
C -3.74339 0.49323 1.05390 -0.921 -0.558 0.731
C -3.97462 -0.93255 0.51822 0.941 0.633 -0.049
O -2.93576 0.45000 2.20997 0.336 0.006 0.098
H -2.21886 1.52822 -0.11775 -0.021 0.390 0.997
H -3.74981 2.45384 0.08175 -0.068 0.044 -0.305
H -3.39654 0.98095 -1.00655 -1.190 0.503 -0.069
H -4.70819 0.87550 1.41499 -0.011 -0.157 0.104
H -4.63293 -0.87150 -0.34889 -0.083 -0.398 0.042
H -4.31074 -1.61986 1.29182 -0.411 0.182 0.028
H -2.98236 -1.30298 0.23652 -0.126 -0.064 -0.357
H -2.08432 -0.01322 2.00759 -0.413 0.468 -0.104
```
Positions in Å, forces in eV/Å.

As for the total energy: -85909.704 eV. For the gap between HOMO and LUMO, the calculation gives 0.3085 Ha. The relative energy (zero: lowest compared OMol25 entry of this formula, charge and spin) comes out at 22.8 kJ/mol. The HOMO energy comes out at -0.183 Ha. The net charge is -1. The largest force on an atom is 2.61 eV/A.

3.
DFT (wB97M-V/def2-TZVPD) results for a molecular structure, C9H24Cl2N5OP2Pd in a non-equilibrium geometry.

```
44
Properties=species:S:1:pos:R:3:forces:R:3
C -5.86071 2.02529 -0.96901 -0.311 0.183 -0.277
C -4.64621 1.18759 -0.80750 0.483 -0.365 4.118
H -6.26617 2.27533 0.00348 0.085 -0.128 0.341
H -6.61581 1.47225 -1.52750 -0.052 0.097 -0.195
H -5.60852 2.94993 -1.48789 -0.055 -0.049 -0.213
O -4.12048 0.80694 0.21171 -0.767 0.695 -2.551
Cl -4.00841 0.77025 -2.39545 1.202 -0.463 -1.271
Pd 0.35360 -0.14747 -0.11017 0.399 -0.199 0.262
P -0.74963 -2.15788 0.09854 -1.769 -3.060 0.320
C -0.55564 -3.13307 1.61486 0.310 0.684 0.393
C -2.52028 -2.14373 -0.25678 0.070 0.751 0.032
H -2.87783 -3.17929 -0.34075 0.086 0.226 0.028
H -0.46223 -4.13387 -1.24923 -0.082 0.090 0.055
H -2.69393 -1.57580 -1.17655 -0.010 -0.378 0.053
H -0.01308 -2.61988 -2.13124 -0.006 -0.343 -0.068
H -1.04354 -2.61904 2.44958 0.028 -0.191 -0.040
H -3.03820 -1.60088 0.54144 -0.025 -0.264 -0.028
C 0.04372 -3.16598 -1.18517 0.543 0.932 -0.114
H -1.02402 -4.11284 1.46794 -0.040 0.121 -0.125
H 1.09636 -3.30677 -0.91920 -0.124 -0.128 -0.116
H 0.50295 -3.28349 1.85278 -0.202 -0.042 -0.071
P 0.93996 2.09650 0.02060 0.896 3.672 0.370
C 1.78617 2.72095 1.49801 -0.307 -0.677 0.495
C 2.21378 2.21990 -1.26229 -0.323 -1.054 -0.177
H -0.90440 2.95566 -1.24658 0.171 0.353 0.156
H 0.10335 4.28072 -0.52429 -0.053 -0.173 0.013
H -1.04886 3.33819 0.48667 0.109 0.134 -0.138
C -0.35550 3.29716 -0.36163 -0.384 -0.514 0.078
H 1.77455 1.87996 -2.20338 0.265 0.205 -0.162
H 2.53310 3.26502 -1.33313 -0.082 -0.049 0.059
H 2.13679 3.74266 1.30542 -0.149 -0.115 -0.113
H 2.64446 2.08904 1.74995 -0.127 0.138 -0.065
H 3.04271 1.55259 -0.99316 -0.118 0.371 -0.189
H 1.08882 2.72302 2.34216 0.184 0.138 -0.027
Cl -0.83064 0.43817 -2.06852 -1.011 0.099 -1.095
N 5.41297 -1.58603 0.22764 -1.047 0.616 0.577
N 4.23586 -1.10137 0.79842 -1.650 -1.871 -0.650
N 3.76925 -1.62285 1.98622 0.003 1.902 -1.359
C 2.49643 -1.23329 1.94799 0.561 -0.608 -0.028
N 2.15618 -0.67610 0.76269 2.398 -0.228 0.026
N 3.28611 -0.60225 0.01642 0.467 -0.545 1.659
H 5.69746 -1.00450 -0.55386 0.041 0.062 0.051
H 6.11823 -1.71385 0.93988 0.198 0.069 0.215
H 1.81126 -1.36691 2.78089 0.197 -0.096 -0.228
```
Positions in Å, forces in eV/Å.

As for the total energy: -66288.703 eV. As for the spin multiplicity: 5. For the gap between HOMO and LUMO (spin up / spin down), the calculation gives 0.3350 / 0.1411 Ha. The HOMO energy (spin up / spin down) comes out at -0.665 / -0.699 Ha. The net charge is +3. The largest force on an atom is 4.16 eV/A.

4.
DFT (wB97M-V/def2-TZVPD) results for 6 unconnected molecules or ions with the total composition C9H24F6N5O9P in a non-equilibrium geometry.

```
54
Properties=species:S:1:pos:R:3:forces:R:3
C 0.81598 4.43341 -1.99811 -0.177 0.461 -0.700
C 1.01438 3.18228 -2.80978 -1.734 1.399 1.692
O 0.48914 2.91032 -3.81994 0.930 -0.649 -0.372
N 1.75055 2.10690 -1.97010 0.664 -0.251 -2.477
H 2.34177 1.70701 -2.70772 -0.097 -0.644 0.273
H 2.43695 2.52615 -1.34906 -0.512 -0.032 0.626
C 0.71145 1.10781 -1.51233 0.520 -0.350 1.670
H -0.21345 4.77217 -2.13272 -0.136 -0.382 0.072
H 1.39014 5.25203 -2.43939 0.351 -0.101 0.262
H 1.01580 4.30057 -0.93829 0.169 0.086 -0.025
H 1.13057 0.40160 -0.79030 0.399 -0.274 -0.494
H 0.34855 0.61683 -2.40650 -0.517 0.165 0.166
H -0.01980 1.59212 -0.86137 -0.599 0.219 -0.847
C 1.94833 1.16480 3.98677 -0.058 -0.740 -0.809
C 1.61488 2.54183 3.50739 0.039 -0.706 1.196
O 1.59777 3.51113 4.17427 -0.093 0.779 -0.713
N 1.09369 2.54087 2.04652 -1.147 -0.577 0.940
H 1.76106 2.90697 1.37776 0.201 0.002 0.148
H 0.89856 1.53909 1.90192 -0.316 -0.570 -0.820
C -0.26513 3.25690 1.89736 1.564 0.386 0.719
H 2.20172 1.06093 5.03607 -0.071 0.637 0.047
H 2.77021 0.73879 3.40360 -0.009 0.069 -0.109
H 1.08529 0.51964 3.77412 -0.064 0.006 -0.039
H -0.49794 3.25434 0.83859 -0.469 -0.075 0.114
H -0.02286 4.23623 2.30841 -0.516 0.234 -0.316
H -0.98015 2.76010 2.54506 -0.126 -0.279 -0.392
C 2.82384 -5.51479 -0.57091 0.545 -0.167 1.076
C 2.25335 -4.14198 -0.73434 -0.329 -0.997 0.646
O 2.85263 -3.17091 -1.02546 -0.387 0.599 -0.079
N 0.75287 -4.10751 -0.48368 -0.565 -1.151 -1.599
H 0.38726 -4.95079 -0.04234 0.440 0.020 0.486
H 0.37160 -3.30096 0.02366 -0.262 1.312 0.470
C 0.11607 -4.13913 -1.88281 0.527 1.066 0.055
H 3.88670 -5.38993 -0.36887 0.090 -0.043 -0.548
H 2.64832 -6.21940 -1.38108 -0.068 0.253 -0.200
H 2.46648 -5.98046 0.35177 -0.398 0.043 -0.119
H 0.70494 -4.77460 -2.54108 -0.016 -0.201 0.188
H 0.23615 -3.10962 -2.21064 -0.413 -0.068 -0.288
H -0.92407 -4.44730 -1.86207 -0.007 0.122 0.344
P -3.26277 1.71401 -1.49652 -1.709 -3.387 -0.281
F -2.46142 0.84053 -2.65482 0.493 0.751 0.021
F -2.45748 3.04963 -1.93275 0.405 0.163 0.063
F -4.45220 1.96721 -2.57318 0.682 1.017 0.305
F -4.01004 2.50727 -0.32378 0.260 0.480 -0.235
F -4.02807 0.35205 -1.09053 0.171 0.344 0.180
F -2.07290 1.25390 -0.44255 0.484 1.086 -0.115
N -0.71572 -1.08830 1.50452 -0.549 -0.434 1.240
O -0.28768 -1.52474 0.39773 0.680 -0.282 -0.333
O -0.53660 0.13902 1.78565 0.909 0.698 -0.234
O -1.27567 -1.80463 2.31474 0.665 0.233 -0.779
N -4.85693 -3.27451 1.53329 -0.582 -0.109 0.571
O -3.74143 -2.95848 1.07686 0.231 -0.094 -0.318
O -4.93537 -4.14146 2.44411 0.157 0.041 -0.245
O -5.89933 -2.72497 1.12282 0.349 -0.110 -0.085
```
Positions in Å, forces in eV/Å.

As for the total energy: -61186.070 eV. For the gap between HOMO and LUMO, the calculation gives 0.0966 Ha. The HOMO energy comes out at -0.184 Ha. The largest force on an atom is 3.80 eV/A.